# 1
Here is one molecule with the formula C3H3ClN2 in a non-equilibrium geometry from the OMol25 dataset. Energies are from ωB97M-V/def2-TZVPD.

Orbital gap in hartree: 0.338
Relative energy (zero: lowest compared OMol25 entry of this formula, charge and spin) in kcal/mol: 99.8
Energy in eV: -18657.659
SMILES: C=CC1=NN1Cl

```
! wB97M-V def2-TZVPD RIJCOSX def2/J DEFGRID3
* xyz 0 1
C 0.41 -0.69 -0.11
C -0.65 0.09 0.04
C -1.73 -0.14 -0.83
N -2.02 -0.55 -1.98
N -3.11 -0.03 -1.09
Cl -3.67 1.64 -1.65
H 1.40 -0.79 0.41
H 0.38 -1.48 -0.87
H -0.75 0.86 0.86
*
```

# 2
Here is one molecule with the formula C3H3ClN2O2 in a non-equilibrium geometry from the OMol25 dataset. Energies are from ωB97M-V/def2-TZVPD.

Orbital gap in hartree: 0.323
Relative energy (zero: lowest compared OMol25 entry of this formula, charge and spin) in kcal/mol: 2.4
Energy in eV: -22757.187
SMILES: Nc1[nH]c(=O)oc1Cl

```
! wB97M-V def2-TZVPD RIJCOSX def2/J DEFGRID3
* xyz 0 1
C 0.39 0.00 0.25
C -1.32 -0.41 -1.14
C -0.33 1.15 0.13
H 1.39 -0.91 1.69
H 2.04 0.54 1.21
H 0.16 -1.84 -0.77
N 1.60 -0.28 0.92
N -0.25 -0.95 -0.50
O -2.12 -0.89 -1.90
O -1.41 0.92 -0.71
Cl -0.15 2.67 0.81
*
```

# 3
Here is a 2-piece molecular cluster, C3H3ClN2OS2 overall in a non-equilibrium geometry from the OMol25 dataset. Energies are from ωB97M-V/def2-TZVPD.

Orbital gap (alpha / beta) in hartree: 0.311 / 0.311
Relative energy (zero: lowest compared OMol25 entry of this formula, charge and spin) in kcal/mol: 25.6
Energy in eV: -42377.418

```
! wB97M-V def2-TZVPD RIJCOSX def2/J DEFGRID3
* xyz 0 1
C -0.49 -0.01 1.19
C 0.42 1.09 0.88
C 0.48 -1.52 -1.94
N -0.60 -1.17 1.28
N -0.28 2.25 0.76
O 1.59 1.00 0.66
S 1.53 -0.40 -2.03
S -0.98 -2.58 1.78
Cl -1.32 -1.39 -1.68
H 0.77 -2.51 -1.89
H -1.23 2.12 0.50
H 0.11 3.13 0.49
*
```

# 4
Here is a 2-piece molecular cluster, C3H3ClN2S overall in a non-equilibrium geometry from the OMol25 dataset. Energies are from ωB97M-V/def2-TZVPD.

Orbital gap (alpha / beta) in hartree: 0.353 / 0.178
Relative energy (zero: lowest compared OMol25 entry of this formula, charge and spin) in kcal/mol: 114.6
Energy in eV: -29492.350

```
! wB97M-V def2-TZVPD RIJCOSX def2/J DEFGRID3
* xyz 0 1
C 1.65 0.35 -0.46
C 0.52 -1.30 0.87
C -1.49 1.10 -0.49
N 2.53 0.88 -0.95
N 0.75 -0.18 0.32
S 1.35 -2.71 0.59
Cl -0.96 -1.32 1.79
H -1.62 0.90 -1.62
H -1.88 0.30 0.21
H -0.85 1.99 -0.25
*
```

# 5
Here is one molecule with the formula C3H3ClO in a non-equilibrium geometry from the OMol25 dataset. Energies are from ωB97M-V/def2-TZVPD.

Orbital gap in hartree: 0.372
Relative energy (zero: lowest compared OMol25 entry of this formula, charge and spin) in kcal/mol: 42.3
Energy in eV: -17726.616
SMILES: C=C(Cl)C=O

```
! wB97M-V def2-TZVPD RIJCOSX def2/J DEFGRID3
* xyz 0 1
C -0.33 0.28 -0.28
C 0.10 -0.76 -0.99
C -0.08 0.45 1.22
H 0.67 -1.60 -0.32
H 0.41 -1.25 -2.11
H 0.03 -0.65 1.77
O 0.02 1.60 1.64
Cl -0.84 1.93 -0.92
*
```

# 6
Here is one molecule with the formula C3H3ClO in a non-equilibrium geometry from the OMol25 dataset. Energies are from ωB97M-V/def2-TZVPD.

Orbital gap in hartree: 0.357
Relative energy (zero: lowest compared OMol25 entry of this formula, charge and spin) in kcal/mol: 29.8
Energy in eV: -17727.157
SMILES: O=C1C[C@H]1Cl

```
! wB97M-V def2-TZVPD RIJCOSX def2/J DEFGRID3
* xyz 0 1
C 0.36 -0.10 0.83
C -0.50 0.70 0.03
C 0.16 -0.59 -0.52
O 0.84 -0.50 1.83
Cl 1.40 -0.48 -1.73
H -1.60 0.72 0.37
H -0.10 1.71 -0.31
H -0.56 -1.45 -0.50
*
```

# 7
Here is a 2-piece molecular cluster, C3H3ClO2 overall in a non-equilibrium geometry from the OMol25 dataset. Energies are from ωB97M-V/def2-TZVPD.

Orbital gap in hartree: 0.341
Relative energy (zero: lowest compared OMol25 entry of this formula, charge and spin) in kcal/mol: 45.1
Energy in eV: -19774.736

```
! wB97M-V def2-TZVPD RIJCOSX def2/J DEFGRID3
* xyz 0 1
C 0.09 1.61 0.06
C 0.91 2.23 -1.78
C 0.06 0.17 0.09
O -0.41 2.47 0.66
O 1.68 2.52 -2.64
Cl -0.73 1.79 -2.54
H -0.20 -0.11 1.12
H 1.08 -0.11 -0.18
H -0.66 -0.18 -0.60
*
```

# 8
Here is a 2-piece molecular cluster, C3H3ClO2 overall in a non-equilibrium geometry from the OMol25 dataset. Energies are from ωB97M-V/def2-TZVPD.

Orbital gap in hartree: 0.357
Relative energy (zero: lowest compared OMol25 entry of this formula, charge and spin) in kcal/mol: 33.2
Energy in eV: -19775.250
SMILES: C=C=O.O=CCl

```
! wB97M-V def2-TZVPD RIJCOSX def2/J DEFGRID3
* xyz 0 1
C 0.58 1.16 -0.04
C 0.85 1.91 1.00
C -0.94 -1.47 1.30
O 1.04 2.72 1.80
O -0.15 -1.64 2.16
Cl -2.27 -0.34 1.48
H 0.80 0.13 -0.10
H 0.08 1.80 -0.91
H -1.16 -2.02 0.43
*
```

# 9
Here is C3H3ClO2 as an isolated structure in a non-equilibrium geometry from the OMol25 dataset. Energies are from ωB97M-V/def2-TZVPD.

Orbital gap (alpha / beta) in hartree: 0.226 / 0.324
Relative energy (zero: lowest compared OMol25 entry of this formula, charge and spin) in kcal/mol: 54.5
Energy in eV: -19771.403

```
! wB97M-V def2-TZVPD RIJCOSX def2/J DEFGRID3
* xyz 0 3
C -1.08 1.14 -0.52
C -2.61 0.37 0.44
C 0.02 0.15 -0.12
O -0.82 2.06 -1.28
O -2.70 0.45 1.63
Cl -3.63 -0.22 -0.60
H 0.44 -0.24 -0.99
H -0.36 -0.53 0.59
H 0.75 0.74 0.29
*
```

# 10
Here is a 2-piece molecular cluster, C3H3ClOS overall in a non-equilibrium geometry from the OMol25 dataset. Energies are from ωB97M-V/def2-TZVPD.

Orbital gap (alpha / beta) in hartree: 0.292 / 0.169
Relative energy (zero: lowest compared OMol25 entry of this formula, charge and spin) in kcal/mol: 125.8
Energy in eV: -28558.727

```
! wB97M-V def2-TZVPD RIJCOSX def2/J DEFGRID3
* xyz 0 1
C 0.26 0.49 0.43
C 0.18 -0.07 -0.93
C 0.80 -0.83 0.00
O 1.60 -3.21 -0.55
S 1.55 -2.33 0.60
Cl 3.45 0.95 0.10
H 1.03 1.34 0.65
H -0.63 0.60 1.12
H 0.03 0.34 -1.87
*
```

# 11
Here is a 2-piece molecular cluster, C3H3ClS overall in a non-equilibrium geometry from the OMol25 dataset. Energies are from ωB97M-V/def2-TZVPD.

Orbital gap in hartree: 0.310
Relative energy (zero: lowest compared OMol25 entry of this formula, charge and spin) in kcal/mol: 60.4
Energy in eV: -26513.344
SMILES: C#CCl.C=S

```
! wB97M-V def2-TZVPD RIJCOSX def2/J DEFGRID3
* xyz 0 1
C -1.52 -0.63 -0.41
C -1.70 1.98 -0.23
C -0.64 2.41 -0.62
S -1.02 -1.52 0.81
Cl 0.89 2.34 -1.16
H -0.88 -0.13 -1.05
H -2.55 -0.55 -0.77
H -2.70 1.85 0.00
*
```

# 12
Here is a 2-piece molecular cluster, C3H3ClS overall in a non-equilibrium geometry from the OMol25 dataset. Energies are from ωB97M-V/def2-TZVPD.

Orbital gap in hartree: 0.323
Relative energy (zero: lowest compared OMol25 entry of this formula, charge and spin) in kcal/mol: 103.4
Energy in eV: -26511.476

```
! wB97M-V def2-TZVPD RIJCOSX def2/J DEFGRID3
* xyz 0 1
C 1.77 0.93 0.95
C 1.70 0.13 -0.03
C -0.79 -1.12 -0.39
S -1.87 -0.42 0.32
Cl -3.61 0.59 -0.74
H 2.21 1.37 1.85
H 0.92 -0.09 -0.60
H -0.34 -1.39 -1.36
*
```

# 13
Here is C3H3CoO3 as an isolated structure in a non-equilibrium geometry from the OMol25 dataset. Energies are from ωB97M-V/def2-TZVPD.

Orbital gap (alpha / beta) in hartree: 0.289 / 0.371
Relative energy (zero: lowest compared OMol25 entry of this formula, charge and spin) in kcal/mol: 0.0
Energy in eV: -46904.413

```
! wB97M-V def2-TZVPD RIJCOSX def2/J DEFGRID3
* xyz 2 5
C 1.40 0.47 0.30
O -0.68 -0.70 -0.26
C -0.48 0.34 -1.05
C 0.53 -0.50 0.97
O 0.54 1.05 -0.80
O -1.46 0.66 -1.77
H 1.65 1.33 0.93
H 0.89 -1.53 1.03
H -0.03 -0.16 1.85
Co -2.36 -0.95 -1.20
*
```

# 14
Here is C3H3CuLiO3 as an isolated structure in a non-equilibrium geometry from the OMol25 dataset. Energies are from ωB97M-V/def2-TZVPD.

Orbital gap (alpha / beta) in hartree: 0.287 / 0.226
Relative energy (zero: lowest compared OMol25 entry of this formula, charge and spin) in kcal/mol: 0.0
Energy in eV: -54108.864

```
! wB97M-V def2-TZVPD RIJCOSX def2/J DEFGRID3
* xyz 3 3
O -1.03 0.64 -0.31
C -0.65 -0.46 -0.69
C 1.23 1.03 1.03
O -1.30 -1.47 -0.99
O 0.74 -0.73 -0.50
C 1.41 -0.27 0.51
Li -2.66 1.61 -0.47
H 1.27 1.15 2.12
H 1.18 1.90 0.38
H 1.91 -1.06 1.09
Cu -2.09 -2.35 -2.17
*
```

# 15
Here is C3H3EuO2 as an isolated structure in a non-equilibrium geometry from the OMol25 dataset. Energies are from ωB97M-V/def2-TZVPD.

Orbital gap (alpha / beta) in hartree: 0.166 / 0.174
Relative energy (zero: lowest compared OMol25 entry of this formula, charge and spin) in kcal/mol: 90.4
Energy in eV: -26573.118

```
! wB97M-V def2-TZVPD RIJCOSX def2/J DEFGRID3
* xyz 1 8
C -0.90 -0.83 0.13
H -1.92 -0.47 0.31
H -0.84 -1.45 -0.77
H -0.70 -1.52 0.97
C -0.31 1.16 -0.52
O -0.77 2.25 -0.65
C 0.35 0.22 0.21
O 1.55 -0.21 -0.16
Eu 3.56 0.86 0.47
*
```

# 16
Here is one molecule with the formula C3H3F in a non-equilibrium geometry from the OMol25 dataset. Energies are from ωB97M-V/def2-TZVPD.

Orbital gap in hartree: 0.423
Relative energy (zero: lowest compared OMol25 entry of this formula, charge and spin) in kcal/mol: 19.9
Energy in eV: -5873.595
SMILES: FC1C=C1

```
! wB97M-V def2-TZVPD RIJCOSX def2/J DEFGRID3
* xyz 0 1
C 0.62 0.47 -0.52
C 0.61 -0.75 -0.14
C -0.50 0.07 0.40
F -1.84 0.04 0.01
H 1.00 1.46 -1.00
H 0.81 -1.77 -0.32
H -0.70 0.47 1.57
*
```

# 17
Here is one molecule with the formula C3H3F2I in a non-equilibrium geometry from the OMol25 dataset. Energies are from ωB97M-V/def2-TZVPD.

Orbital gap in hartree: 0.375
Relative energy (zero: lowest compared OMol25 entry of this formula, charge and spin) in kcal/mol: 31.8
Energy in eV: -16693.080
SMILES: F/C=C/[C@H](F)I

```
! wB97M-V def2-TZVPD RIJCOSX def2/J DEFGRID3
* xyz 0 1
C 0.69 0.20 0.21
C 0.94 -1.04 -0.04
C -0.86 0.82 -0.16
F 2.01 -1.74 0.41
F -0.99 1.88 0.70
I -2.47 -0.54 -0.19
H 1.07 1.07 0.81
H 0.37 -1.82 -0.60
H -0.76 1.17 -1.13
*
```

# 18
Here is a 2-piece molecular cluster, C3H3F2IO overall in a non-equilibrium geometry from the OMol25 dataset. Energies are from ωB97M-V/def2-TZVPD.

Orbital gap in hartree: 0.311
Relative energy (zero: lowest compared OMol25 entry of this formula, charge and spin) in kcal/mol: 100.1
Energy in eV: -18737.175

```
! wB97M-V def2-TZVPD RIJCOSX def2/J DEFGRID3
* xyz 0 1
C 0.69 -0.43 -0.68
C -1.65 -1.64 -1.93
C 0.71 1.17 1.22
O 0.43 0.69 -0.12
F -1.65 -0.75 -2.87
F -2.39 -1.14 -0.94
I 1.53 -1.94 0.40
H -0.20 1.19 1.92
H 1.06 2.23 1.21
H 1.47 0.61 1.81
*
```

# 19
Here is C3H3F2N3O4S2 as an isolated structure in a non-equilibrium geometry from the OMol25 dataset. Energies are from ωB97M-V/def2-TZVPD.

Orbital gap in hartree: 0.284
Energy in eV: -42893.915

```
! wB97M-V def2-TZVPD RIJCOSX def2/J DEFGRID3
* xyz 2 1
C -0.69 0.88 -1.11
C 0.27 -1.09 -0.75
C -0.08 0.78 0.09
N -0.24 -0.26 -1.66
N 0.38 -0.48 0.43
N -0.54 1.77 1.92
O 0.63 1.26 4.26
O -0.05 3.59 3.49
O -1.88 3.39 0.49
O -1.13 4.00 2.74
F -1.74 2.05 4.09
F 0.50 3.80 1.02
S -0.32 1.98 3.52
S -0.89 3.21 1.38
H -1.03 1.64 -1.77
H 0.69 -2.15 -1.10
H 0.76 -0.62 1.48
*
```

# 20
Here is one molecule with the formula C3H3F2NO in a non-equilibrium geometry from the OMol25 dataset. Energies are from ωB97M-V/def2-TZVPD.

Orbital gap (alpha / beta) in hartree: 0.329 / 0.329
Relative energy (zero: lowest compared OMol25 entry of this formula, charge and spin) in kcal/mol: 84.5
Energy in eV: -12127.918

```
! wB97M-V def2-TZVPD RIJCOSX def2/J DEFGRID3
* xyz 0 1
C -1.75 0.72 -1.99
C -0.23 -0.28 -0.53
C -0.76 0.89 0.53
N -1.01 -0.16 -1.66
O -1.38 1.85 0.03
F -2.55 1.06 -2.87
F -1.60 0.03 1.36
H 0.74 0.10 -0.68
H -0.58 -1.30 -0.07
H 0.14 1.08 1.31
*
```